152
Properties=species:S:1:pos:R:3:mulliken_charge:R:1 method="wB97M-V/def2-TZVPD" orbital_gap_ev=5.23 total_charge=-1 homo_ev=-3.61 lumo_energy_ev=1.62
N 6.000 0.891 1.559 -0.5750
C 6.461 -0.474 1.846 -0.8328
C 5.808 -1.587 0.986 -0.0220
C 5.140 -1.133 -0.324 -0.8308
C 3.630 -1.392 -0.329 -0.5676
C 2.931 -0.868 0.921 0.9671
O 2.601 -1.890 1.789 -0.2056
P 1.704 -1.145 3.130 -0.0863
O 0.932 -0.105 1.911 -0.2627
C 1.659 -0.008 0.713 0.2928
C 2.099 1.387 0.358 -0.2656
O 0.993 2.273 0.480 -0.1938
O 1.477 3.601 0.363 -0.4271
H 6.682 1.535 1.944 0.2713
H 5.123 1.076 2.033 0.1131
H 7.543 -0.539 1.774 0.5081
H 6.212 -0.709 2.884 0.2109
H 5.106 -2.156 1.584 0.0480
H 6.601 -2.290 0.733 0.3873
H 5.376 -0.113 -0.601 0.4130
H 5.536 -1.767 -1.120 0.3850
H 3.413 -2.455 -0.407 -0.0515
H 3.238 -0.899 -1.224 0.3154
H 3.647 -0.182 1.386 -0.7378
H 2.476 -1.909 4.063 -0.2735
H 0.706 -2.184 2.956 -0.3848
H 0.921 -0.529 4.191 0.0390
H 2.686 -0.072 3.314 -0.0824
H 1.020 -0.449 -0.062 0.0388
H 2.477 1.404 -0.668 0.2461
H 2.901 1.759 0.996 0.2051
H 1.882 3.794 1.230 0.4719
C -1.839 1.608 -0.478 -0.9319
C -2.747 0.851 -1.409 0.9143
O -2.327 0.256 -2.378 -0.5971
C -4.226 0.863 -1.090 -1.2164
H -0.812 1.523 -0.811 0.1117
H -2.119 2.664 -0.466 0.3995
H -1.911 1.201 0.532 0.3634
H -4.602 1.888 -1.101 0.3098
H -4.402 0.419 -0.110 0.4116
H -4.761 0.280 -1.840 0.2629
C 0.565 6.505 3.492 -1.1465
C 1.949 6.407 2.898 0.8157
O 2.347 5.378 2.402 -0.5667
C 2.815 7.639 2.937 -1.1165
H 0.057 5.548 3.390 0.3128
H 0.631 6.764 4.550 0.3232
H -0.010 7.272 2.970 0.3227
H 2.978 7.955 3.970 0.4548
H 2.335 8.449 2.385 0.3112
H 3.773 7.425 2.478 0.1955
C -4.832 2.834 -4.925 -0.8790
C -5.927 2.016 -5.560 0.7458
O -7.075 2.403 -5.585 -0.4419
C -5.526 0.693 -6.161 -1.1137
H -5.251 3.757 -4.530 0.2600
H -4.375 2.271 -4.109 0.1166
H -4.070 3.078 -5.666 0.3491
H -5.093 0.050 -5.393 0.3157
H -4.790 0.850 -6.951 0.3352
H -6.402 0.205 -6.584 0.2759
C 2.990 -6.243 -1.459 -1.4930
C 3.770 -5.655 -0.307 1.1316
O 4.778 -5.013 -0.494 -0.5178
C 3.226 -5.895 1.080 -1.1169
H 3.483 -5.994 -2.396 0.3342
H 2.938 -7.329 -1.360 0.4007
H 1.978 -5.835 -1.469 0.3468
H 3.183 -6.967 1.285 0.4384
H 2.224 -5.470 1.164 0.4037
H 3.864 -5.413 1.816 0.1800
C 6.104 9.230 -1.153 -1.1920
C 5.012 8.679 -0.268 0.8737
O 4.971 8.930 0.915 -0.5279
C 3.979 7.796 -0.923 -0.9117
H 6.778 9.844 -0.559 0.3125
H 6.669 8.412 -1.602 0.3172
H 5.669 9.842 -1.945 0.3227
H 4.458 6.920 -1.363 0.3271
H 3.457 8.349 -1.706 0.3335
H 3.257 7.463 -0.181 0.1295
C 3.316 -4.496 7.430 -1.3416
C 2.943 -4.272 5.978 0.7293
O 3.673 -3.673 5.230 -0.4745
C 1.616 -4.831 5.521 -0.7844
H 4.287 -4.046 7.627 0.3178
H 2.572 -4.037 8.084 0.3330
H 3.370 -5.566 7.641 0.3553
H 0.804 -4.386 6.094 0.2484
H 1.610 -5.916 5.658 0.4067
H 1.468 -4.598 4.472 0.1731
C 6.994 -5.257 2.292 -0.6724
C 7.254 -6.659 2.773 0.7010
O 7.346 -6.935 3.949 -0.5980
C 7.397 -7.725 1.712 -0.7135
H 6.906 -4.586 3.144 0.3508
H 7.816 -4.922 1.657 0.4180
H 6.065 -5.223 1.723 -0.1353
H 8.236 -7.491 1.056 0.3409
H 6.481 -7.790 1.122 0.1957
H 7.582 -8.686 2.188 0.0414
C -9.956 6.528 -3.935 -1.0040
C -9.549 5.171 -3.418 0.7093
O -9.478 4.939 -2.231 -0.5893
C -9.228 4.117 -4.449 -0.4620
H -10.157 7.191 -3.096 0.3047
H -9.160 6.953 -4.538 0.2658
H -10.859 6.440 -4.543 0.3469
H -8.399 4.442 -5.074 0.2986
H -10.104 3.934 -5.070 -0.0945
H -8.947 3.194 -3.951 0.2830
C 9.751 -13.226 3.206 -1.1131
C 9.404 -11.767 3.023 0.8255
O 9.614 -11.197 1.978 -0.5384
C 8.787 -11.057 4.203 -0.8350
H 10.186 -13.614 2.288 0.2999
H 10.472 -13.340 4.017 0.3166
H 8.852 -13.797 3.444 0.3124
H 9.472 -11.082 5.052 0.3400
H 7.848 -11.539 4.480 0.3026
H 8.589 -10.020 3.940 0.0930
C -7.062 10.319 -5.490 -1.0920
C -8.525 10.186 -5.142 0.7894
O -9.084 9.114 -5.160 -0.5005
C -9.258 11.452 -4.770 -1.1130
H -6.658 9.340 -5.736 0.2822
H -6.941 10.981 -6.348 0.3299
H -6.512 10.728 -4.641 0.3322
H -9.226 12.160 -5.599 0.3321
H -8.797 11.906 -3.892 0.3319
H -10.295 11.216 -4.544 0.2865
C -2.708 -5.808 3.157 -1.1771
C -1.952 -5.249 4.341 0.8102
O -0.955 -4.588 4.197 -0.4221
C -2.507 -5.557 5.714 -1.1279
H -2.205 -5.512 2.239 0.2870
H -2.740 -6.898 3.212 0.3387
H -3.727 -5.419 3.146 0.3443
H -2.530 -6.637 5.876 0.3366
H -3.519 -5.159 5.808 0.3495
H -1.874 -5.099 6.471 0.2388
C -10.878 1.461 -6.330 -0.8220
C -11.751 0.671 -7.275 0.6818
O -11.290 0.076 -8.221 -0.5543
C -13.233 0.655 -6.983 -1.1101
H -9.840 1.392 -6.648 0.2722
H -11.180 2.508 -6.337 0.2135
H -10.963 1.062 -5.318 0.3742
H -13.630 1.671 -7.009 0.3092
H -13.416 0.225 -5.997 0.3118
H -13.744 0.055 -7.733 0.3096